Entry from OMol25: C22H34FN6 as an isolated structure at a distorted geometry (the ωB97M-V functional and the def2-TZVPD basis).

Structure (XYZ):
```
63
C22H34FN6, DFT the ωB97M-V functional and the def2-TZVPD basis
F -2.33339 0.74684 -4.92393
N 3.52028 -1.88004 0.05612
N 2.55017 -1.03635 0.28828
N -1.84339 0.11376 2.24105
N 3.63468 -1.78097 -1.31916
N 3.03255 -0.49224 -1.61017
N 0.44065 0.54901 0.75826
C -0.23043 1.53553 -4.35223
C -0.44334 -0.76191 -4.01892
C -5.25837 -0.91522 3.38023
C 2.45633 2.03798 -0.03771
C 3.34313 2.22016 1.24576
C 3.17917 -0.16349 -2.96987
C 1.43519 0.92226 -0.25702
C -2.59954 -1.20518 4.41573
C -1.10824 0.97543 2.60865
C 2.22181 -0.29949 -0.70107
C -0.12003 1.35260 1.51081
C 0.87875 -1.14111 -3.68819
C -4.10972 -0.77981 2.33042
C -0.45253 -0.35636 0.38416
C -2.92214 -0.44237 2.98673
C -0.89012 0.27493 -4.44541
C -5.03427 -1.76770 4.36235
C -1.12795 -0.96614 1.67250
C 1.79290 0.08004 -3.34417
C 4.03554 3.25032 1.31289
C -3.87794 -1.32345 5.38964
C 1.30373 1.28841 -3.88711
H -1.51113 2.03152 3.23190
H -5.94656 -1.88005 5.15519
H -4.11606 -0.31936 5.66704
H -3.25065 0.69972 3.51080
H 2.68963 1.88466 2.07402
H 1.13465 -2.03387 -3.31607
H -1.08476 -1.87307 -4.12575
H -0.19089 0.44272 3.53960
H -5.02181 -2.78116 4.19469
H -1.20306 -0.03200 -0.30422
H 1.15733 -0.06712 1.52993
H -3.51054 -2.05083 5.89369
H -2.04817 -1.77988 1.22168
H -3.93089 -1.67067 1.98018
H 4.06444 1.19684 0.93952
H -6.21805 -1.40748 2.88201
H 1.61368 3.12624 0.03807
H 3.37092 4.19927 1.54877
H 2.00847 2.23933 -3.74063
H 4.57784 3.23683 2.15704
H 0.81801 1.01385 -1.14618
H -5.68068 -0.05528 3.84503
H 3.51514 -0.75303 -3.62521
H 0.03519 -1.22321 -0.01794
H -0.86655 2.06586 0.78040
H 2.81074 2.48838 -0.99775
H 0.56078 2.25365 1.71280
H -0.55086 -1.81883 2.40052
H -1.87865 -0.69550 4.79045
H -0.51376 2.45228 -4.64982
H 3.71382 0.80949 -2.94732
H -2.34019 -2.18093 4.07204
H 4.52102 3.55129 0.49485
H -4.51487 -0.32241 1.51964
```

Charge: +1
HOMO-LUMO gap, eV: 8.41
Electronic energy, eV: -34992.504
Spin multiplicity: 1
Energy relative to the best compared isomer or geometry (same formula, charge and spin), kcal per mole: 577.0